173
Properties=species:S:1:pos:R:3 method="wB97M-V/def2-TZVPD" e_above_lowest_kcal_mol=50.1 e_homo_ev=-11.02 molar_mass_g_mol=3535.18 gap_ev=5.9 charge=+1 energy_ha=-81648.14331
N 8.89 -3.34 -1.72
C 7.63 -3.32 -1.75
N 6.91 -4.52 -1.44
N 6.88 -2.12 -2.04
C 5.56 -2.43 -2.65
C 4.97 -1.16 -3.26
C 3.49 -1.32 -3.68
C 2.61 -0.23 -3.01
C 1.18 -0.68 -2.89
C 0.82 -1.18 -1.62
I 2.34 -1.40 -0.03
C -0.55 -1.59 -1.42
P -0.93 -2.19 0.30
O -0.52 -3.59 0.52
C -1.44 -1.56 -2.47
C -2.90 -2.05 -2.42
F -3.09 -2.99 -3.38
F -3.68 -0.97 -2.68
C -3.68 -2.70 -1.21
F -4.06 -1.78 -0.30
F -4.91 -2.88 -1.82
C -3.38 -4.13 -0.64
F -4.50 -4.88 -0.73
F -3.19 -4.14 0.70
C -2.28 -5.04 -1.31
F -1.88 -5.93 -0.41
F -1.23 -4.45 -1.86
F -2.89 -5.76 -2.28
N -1.03 -1.07 -3.67
S -2.15 -0.93 -5.02
C 0.24 -0.66 -3.89
C 0.61 -0.19 -5.32
F -0.09 0.90 -5.70
F 1.89 0.25 -5.43
C 0.55 -1.33 -6.41
F 1.57 -1.24 -7.26
F 0.53 -2.54 -5.79
H 9.25 -2.40 -1.94
H 7.33 -4.99 -0.65
H 6.89 -5.13 -2.26
H 6.67 -1.73 -1.12
H 4.92 -2.88 -1.87
H 5.73 -3.20 -3.41
H 5.10 -0.36 -2.51
H 5.61 -0.88 -4.10
H 3.37 -1.38 -4.76
H 3.15 -2.28 -3.24
H 3.09 -0.01 -2.06
H 2.65 0.73 -3.53
H -0.21 -1.42 1.22
H -2.25 -1.97 0.70
H -2.21 -2.18 -5.56
H -0.37 -1.26 -6.99
Br 1.02 4.16 -1.19
C -0.04 3.48 0.28
C 0.64 2.36 1.00
Br 0.53 0.69 -0.04
H -0.99 3.18 -0.14
H -0.19 4.33 0.94
H 0.13 2.15 1.94
H 1.69 2.54 1.20
Br -2.42 -7.12 4.69
C -1.44 -7.13 3.00
C -0.85 -8.48 2.72
Br 0.75 -8.79 3.78
H -0.70 -6.34 3.05
H -2.19 -6.87 2.24
H -0.52 -8.55 1.69
H -1.54 -9.30 2.93
Br 5.46 -5.52 2.36
C 6.00 -3.65 2.50
C 5.11 -2.90 3.45
Br 3.37 -2.48 2.66
H 6.00 -3.25 1.49
H 7.01 -3.67 2.90
H 5.56 -1.93 3.69
H 4.91 -3.44 4.36
Br 2.85 -2.90 5.66
C 2.30 -4.73 6.05
C 1.52 -4.82 7.33
Br 2.69 -4.73 8.89
H 3.20 -5.33 6.05
H 1.67 -5.01 5.21
H 1.03 -5.78 7.40
H 0.79 -4.03 7.44
Br -5.84 -9.20 -6.33
C -5.17 -8.57 -4.62
C -3.94 -7.73 -4.79
Br -2.37 -8.81 -5.15
H -5.00 -9.45 -4.00
H -5.98 -7.99 -4.19
H -3.71 -7.20 -3.87
H -4.02 -7.01 -5.60
Br 0.23 6.90 2.13
C 1.48 7.60 0.81
C 0.89 8.77 0.07
Br -0.40 8.18 -1.27
H 1.75 6.78 0.16
H 2.35 7.91 1.38
H 1.66 9.30 -0.49
H 0.37 9.47 0.71
Br -2.84 11.96 -5.07
C -3.88 11.23 -3.59
C -3.15 10.12 -2.90
Br -3.21 8.47 -3.93
H -4.84 10.92 -4.00
H -4.04 12.07 -2.91
H -3.62 9.88 -1.95
H -2.10 10.34 -2.73
Br 9.09 -2.87 4.17
C 8.52 -1.07 4.66
C 8.29 -0.92 6.14
Br 6.61 -1.71 6.73
H 7.63 -0.85 4.07
H 9.33 -0.42 4.33
H 8.22 0.13 6.41
H 9.08 -1.39 6.74
Br -7.50 1.44 -5.08
C -7.84 -0.36 -4.42
C -6.63 -1.24 -4.58
Br -6.40 -1.81 -6.43
H -8.71 -0.73 -4.95
H -8.09 -0.23 -3.37
H -6.75 -2.16 -4.01
H -5.71 -0.74 -4.29
Br -2.95 10.81 1.37
C -2.21 11.52 3.03
C -0.99 12.36 2.77
Br 0.56 11.26 2.37
H -2.00 10.67 3.67
H -3.00 12.12 3.47
H -0.72 12.93 3.65
H -1.12 13.04 1.93
Br 7.02 -0.67 10.39
C 7.06 1.24 10.76
C 6.42 2.05 9.66
Br 7.59 2.23 8.11
H 8.10 1.51 10.93
H 6.50 1.36 11.68
H 6.24 3.07 9.99
H 5.49 1.62 9.30
Br 0.44 15.45 -9.56
C 0.05 13.59 -9.12
C -0.62 13.48 -7.77
Br 0.66 13.69 -6.32
H 0.98 13.05 -9.18
H -0.62 13.25 -9.90
H -1.04 12.48 -7.64
H -1.40 14.22 -7.62
Br -6.27 -3.57 8.75
C -5.28 -3.57 7.07
C -4.67 -4.92 6.79
Br -3.08 -5.23 7.87
H -4.54 -2.78 7.13
H -6.01 -3.32 6.31
H -4.32 -4.98 5.76
H -5.34 -5.75 6.98
Br -5.46 -10.42 0.83
C -5.94 -8.58 0.43
C -5.32 -7.62 1.42
Br -6.26 -7.63 3.12
H -7.02 -8.52 0.41
H -5.55 -8.39 -0.57
H -5.39 -6.60 1.06
H -4.28 -7.86 1.63
Br -3.26 2.14 -1.70
C -3.95 3.86 -2.34
C -3.46 5.01 -1.51
Br -4.40 5.12 0.19
H -5.03 3.76 -2.35
H -3.59 3.95 -3.36
H -3.67 5.96 -2.01
H -2.41 4.96 -1.28